Formula: C54H70ClF6N3O5PSi
Source: the Open Molecules 2025 dataset
Level of theory: ωB97M-V/def2-TZVPD

Geometry as XYZ:
```
141
Properties=species:S:1:pos:R:3
C 3.28 1.84 -1.65
C 3.27 2.61 -0.45
C 2.99 3.21 1.05
C 2.54 2.08 2.21
C 3.90 1.13 2.03
C 4.47 0.15 3.13
O 3.72 -0.28 4.29
C 1.06 1.29 1.89
C 1.19 -0.19 1.13
C 1.74 -1.48 1.86
O 3.01 -1.98 1.22
Si 2.68 -3.09 -0.09
C 4.14 -2.83 -1.37
C 2.85 -4.98 0.43
C 1.06 -2.77 -1.08
C 0.15 1.90 0.61
C -0.35 3.40 0.57
N -0.14 3.93 -0.87
C 0.28 5.38 -0.87
C 1.11 5.62 -2.30
C -1.40 3.68 -1.67
C -1.81 2.13 -2.15
O -2.30 4.63 -2.03
C 0.17 1.41 3.26
C -1.36 1.95 3.31
C -1.51 3.56 3.75
F -2.83 4.11 3.26
P -0.04 -0.09 4.48
N -0.59 0.41 5.96
C 1.23 2.29 4.18
N 2.43 2.95 3.46
Cl 3.61 2.85 4.74
C 2.15 4.39 3.54
C 3.40 5.48 3.47
O 4.05 5.99 4.56
O 3.83 6.18 2.21
H 3.34 1.27 -2.69
H 4.00 3.77 1.36
H 2.23 4.07 0.88
H 4.82 1.85 1.74
H 3.85 0.45 1.04
H 4.88 -0.85 2.63
H 5.47 0.63 3.59
H 4.37 -0.32 5.08
H 1.91 0.02 0.20
H 0.18 -0.53 0.60
H 0.99 -2.40 1.67
H 1.94 -1.51 3.00
H 4.13 -1.71 -1.79
H 5.21 -2.92 -0.84
H 4.05 -3.53 -2.30
H 3.83 -5.44 -0.06
H 1.96 -5.64 0.00
H 3.00 -5.08 1.59
H 0.90 -3.72 -1.78
H 0.15 -2.75 -0.33
H 1.10 -1.83 -1.78
H -0.87 1.28 0.55
H 0.66 1.66 -0.44
H -1.54 3.50 0.71
H 0.10 4.21 1.26
H -0.59 6.16 -0.79
H 1.06 5.67 -0.03
H 0.81 4.84 -3.12
H 1.09 6.74 -2.65
H 2.25 5.38 -2.04
H -0.80 1.56 -2.26
H -2.42 2.23 -3.16
H -2.54 1.70 -1.33
H -1.99 1.87 2.31
H -2.07 1.39 4.10
H -1.55 3.64 4.93
H -0.69 4.24 3.29
H 1.24 -0.70 4.85
H -0.88 -1.10 3.88
H -1.51 -0.12 6.10
H 1.82 1.40 4.72
H 0.77 2.80 5.12
H 1.74 4.63 4.64
H 1.35 4.86 2.84
H 4.68 5.78 1.87
F 0.64 -4.09 2.68
C -0.58 -4.45 3.09
C -1.17 -3.77 4.16
C -2.44 -4.14 4.59
C -3.11 -5.19 3.96
C -2.51 -5.87 2.90
C -1.25 -5.50 2.46
H -0.63 -2.96 4.64
H -2.91 -3.61 5.41
H -4.11 -5.48 4.30
H -3.04 -6.69 2.41
H -0.77 -6.01 1.63
F -5.86 -7.46 3.96
C -5.91 -7.64 5.29
C -7.07 -7.30 5.99
C -7.12 -7.50 7.37
C -6.01 -8.03 8.03
C -4.86 -8.37 7.33
C -4.81 -8.18 5.95
H -7.91 -6.88 5.45
H -8.02 -7.25 7.92
H -6.05 -8.18 9.11
H -3.99 -8.77 7.85
H -3.92 -8.44 5.38
F -5.87 6.22 -7.88
C -5.13 5.78 -6.86
C -5.02 6.56 -5.71
C -4.26 6.10 -4.64
C -3.59 4.87 -4.73
C -3.70 4.11 -5.90
C -4.47 4.56 -6.96
H -5.54 7.51 -5.65
H -4.18 6.69 -3.73
H -2.99 4.52 -3.90
H -3.17 3.15 -5.97
H -4.57 3.97 -7.87
F -3.80 -0.37 -5.78
C -4.29 -0.18 -7.01
C -3.54 -0.55 -8.12
C -4.06 -0.37 -9.40
C -5.32 0.20 -9.56
C -6.07 0.57 -8.44
C -5.56 0.38 -7.16
H -2.55 -0.99 -7.97
H -3.48 -0.66 -10.27
H -5.72 0.35 -10.56
H -7.06 1.02 -8.57
H -6.13 0.65 -6.28
F 6.89 -3.49 -2.36
C 7.15 -2.86 -3.51
C 7.45 -1.50 -3.49
C 7.73 -0.85 -4.69
C 7.70 -1.55 -5.90
C 7.40 -2.91 -5.91
C 7.13 -3.57 -4.71
H 7.46 -0.97 -2.55
H 7.97 0.21 -4.69
H 7.92 -1.04 -6.83
H 7.37 -3.46 -6.84
H 6.90 -4.63 -4.69
```

Summary:
Max |F| (eV Å⁻¹): 9.97
E_HOMO (eV): -10.134
Gap between HOMO and LUMO (eV): 5.611
E_tot (Ha): -4329.34900
E_LUMO (eV): -4.52
Total charge: +1

Atomic partial charges in e from the Mulliken method, atoms 1 to 2:
1. C -0.88
2. C -0.60